No. 1
23
Properties=species:S:1:pos:R:3 method="wB97M-V/def2-TZVPD" e_above_lowest_ev=4.0878 smiles="[H]/N=C/C=C.CC(C)ON" homo_lumo_gap_ev=9.558 spin_multiplicity=1 total_charge=0
C 1.17 -0.18 1.13
C 2.16 0.81 0.55
C 1.10 -1.48 0.35
N -1.00 -0.14 2.21
O -0.17 0.48 1.23
H 1.44 -0.39 2.18
H -1.57 -0.85 1.74
H -1.63 0.60 2.54
H 2.17 1.74 1.13
H 1.88 1.04 -0.48
H 3.16 0.38 0.54
H 0.48 -1.34 -0.54
H 0.64 -2.26 0.96
H 2.08 -1.82 0.04
C -2.10 -0.15 -1.19
C -1.37 1.11 -1.29
C -0.21 1.24 -1.93
N -1.66 -1.20 -1.73
H -2.22 -2.03 -1.56
H -3.07 -0.09 -0.67
H -1.82 1.96 -0.79
H 0.24 0.39 -2.41
H 0.31 2.18 -1.98



No. 2
26
Properties=species:S:1:pos:R:3 method="wB97M-V/def2-TZVPD" homo_lumo_gap_ev="4.324 / 3.974" spin_multiplicity=4 total_charge=-1
C -2.01 -0.44 -1.31
C -1.55 0.62 -2.17
C -1.44 1.74 -1.30
C -2.37 1.58 -0.24
C -2.59 0.18 -0.11
V 0.91 -1.79 1.46
P 1.73 -1.99 -0.64
H -1.91 -1.51 -1.49
H -1.23 0.54 -3.20
H -0.89 2.64 -1.54
H -3.09 -0.33 0.71
H -2.80 2.38 0.35
H 3.06 -2.26 -1.06
H 1.09 -3.02 -1.43
H 1.94 -2.90 0.81
C 2.96 2.06 4.37
N 3.29 1.42 3.07
C 4.71 1.40 2.66
C 2.44 0.59 2.53
N 1.87 -0.41 2.27
H 3.91 2.37 4.81
H 2.44 1.34 5.03
H 2.31 2.92 4.20
H 5.05 0.36 2.48
H 4.84 1.98 1.73
H 5.28 1.85 3.48



No. 3
17
Properties=species:S:1:pos:R:3 method="wB97M-V/def2-TZVPD" e_above_lowest_ev=3.3316 homo_lumo_gap_ev=7.173 spin_multiplicity=1 total_charge=+1
C 0.02 0.18 -1.37
C -0.19 -0.84 -0.08
C -0.45 1.26 1.60
N -0.74 2.33 0.85
O 0.27 -3.56 0.91
O 2.45 -2.67 -0.39
Si 0.88 -2.36 0.01
H -0.93 0.00 -2.00
H 0.84 -0.11 -1.93
H -1.20 -1.02 0.16
H -1.22 0.72 2.14
H 0.60 1.13 1.73
H 0.00 1.20 -1.15
H -0.03 2.77 0.34
H -1.64 2.37 0.39
H 0.49 -4.49 0.89
H 2.52 -2.24 -1.27



No. 4
119
Properties=species:S:1:pos:R:3 method="wB97M-V/def2-TZVPD" homo_lumo_gap_ev=5.821 spin_multiplicity=1 total_charge=0
C 4.22 1.29 -10.67
C 3.57 2.17 -11.75
N 3.28 3.49 -11.15
C 3.96 4.70 -11.25
C 3.18 5.79 -10.79
N 2.04 5.13 -10.21
C 2.10 3.86 -10.52
C 1.14 5.74 -9.23
H 3.71 1.24 -9.71
H 5.24 1.58 -10.41
H 4.24 0.27 -11.07
H 2.61 1.72 -12.01
H 4.26 2.31 -12.58
H 4.91 4.70 -11.77
H 3.48 6.82 -10.68
H 1.49 3.11 -10.03
H 0.38 5.01 -8.94
H 0.68 6.58 -9.74
H 1.67 6.05 -8.33
C -1.62 8.16 -12.93
C -0.18 7.62 -13.13
C -0.11 6.28 -14.03
O 0.66 8.65 -13.44
H -1.63 8.95 -12.18
H -2.34 7.44 -12.54
H -2.01 8.59 -13.85
H 0.02 7.32 -12.10
H 0.95 6.05 -13.88
H -0.21 6.47 -15.10
H -0.71 5.51 -13.55
C 9.32 3.39 -9.91
Br 10.32 4.46 -11.20
Br 7.33 3.65 -10.08
Br 9.97 3.75 -8.13
H 9.50 2.32 -10.00
C 8.19 3.10 -14.35
Br 8.21 1.35 -13.32
Br 9.94 4.03 -14.69
Br 6.70 4.35 -14.01
H 7.87 2.69 -15.31
C -3.32 4.63 -9.39
Br -2.03 3.78 -8.23
Br -2.64 6.35 -9.83
Br -5.19 4.86 -8.73
H -3.36 3.99 -10.27
C 1.98 -0.15 -13.88
C 2.72 0.41 -14.95
C 4.01 0.01 -15.23
C 4.62 -0.98 -14.50
C 3.97 -1.43 -13.36
C 2.59 -1.09 -13.07
O 1.90 -1.40 -11.96
O 4.66 0.60 -16.30
H 1.05 0.29 -13.55
H 2.23 1.12 -15.59
H 5.69 -1.11 -14.51
H 4.62 -2.00 -12.71
H 2.07 -2.34 -11.91
H 4.32 1.48 -16.42
C -1.02 0.76 -5.71
C 0.25 0.96 -6.27
C 0.83 -0.06 -7.09
C 0.09 -1.16 -7.54
C -1.26 -1.30 -7.08
C -1.77 -0.38 -6.18
O -2.96 -0.72 -5.57
O 2.15 0.02 -7.40
H -1.35 1.47 -4.97
H 0.76 1.80 -5.82
H 0.50 -2.08 -7.93
H -1.87 -2.14 -7.37
H -3.20 -1.64 -5.63
H 2.40 -0.64 -8.05
C 5.14 10.70 -14.40
C 4.13 10.05 -13.71
C 4.32 8.80 -13.18
C 5.57 8.14 -13.20
C 6.60 8.76 -13.92
C 6.41 10.03 -14.55
O 7.39 10.72 -15.28
O 3.32 8.12 -12.61
H 5.01 11.64 -14.90
H 3.13 10.46 -13.68
H 5.68 7.13 -12.83
H 7.52 8.20 -13.92
H 7.47 11.62 -14.95
H 2.46 8.43 -12.89
C 1.47 9.44 -9.54
O 2.35 9.82 -8.82
N 1.72 8.72 -10.62
N 0.17 9.52 -9.34
H 1.08 8.53 -11.38
H 2.65 8.65 -11.01
H -0.38 9.38 -10.17
H -0.26 9.99 -8.56
C 3.11 4.28 -15.83
O 3.54 3.31 -16.41
N 2.56 4.20 -14.66
N 3.25 5.46 -16.23
H 2.67 3.35 -14.13
H 2.34 5.00 -14.09
H 2.97 6.21 -15.62
H 3.89 5.66 -16.98
C -0.94 2.03 -12.12
O -0.08 2.87 -11.97
N -0.84 0.84 -11.59
N -2.05 2.15 -12.88
H -1.61 0.19 -11.51
H -0.04 0.73 -10.98
H -2.24 3.03 -13.33
H -2.75 1.43 -12.83
C 5.75 10.39 -9.24
O 6.78 11.02 -9.54
N 4.99 9.81 -10.12
N 5.14 10.35 -8.10
H 5.25 9.80 -11.10
H 4.09 9.39 -9.94
H 5.32 11.23 -7.64
H 4.47 9.69 -7.72



Q: Which total energy values were calculated for the entries above? A: -421.6500; -1707.8005; -614.7568; -25869.7930, in Ha.